The following is a quantum chemistry calculation of 8 unconnected molecules or ions with the total composition C33H82O24S5 at a distorted geometry, from OMol25.

Geometry as XYZ:
```
144
Properties=species:S:1:pos:R:3:forces:R:3
O 1.652556 6.411557 -0.990713 1.03 1.62 4.02
S 1.806524 6.991212 0.383773 -1.42 -0.67 0.12
O 1.402453 6.220459 1.601317 0.98 1.63 -3.04
O 3.356109 7.532123 0.630244 -2.57 -2.04 -3.26
C 3.675635 8.006317 1.875422 0.88 0.91 1.78
C 3.905765 9.514936 1.769353 0.20 0.08 0.98
C 0.911851 8.634823 0.370673 0.11 -0.37 -0.16
H 4.528055 7.401906 2.185531 0.46 0.49 0.10
H 2.931576 7.752242 2.630359 -0.37 0.23 -0.13
H 4.765383 9.849146 1.188442 -0.10 -0.49 -0.34
H 4.099849 9.912476 2.765541 -0.12 0.01 0.18
H 3.008710 10.014681 1.403778 0.09 -0.07 -0.07
H 0.840500 9.192311 1.304599 0.67 -0.60 0.39
H -0.137253 8.521713 0.097378 0.22 -0.57 -0.43
H 1.439565 9.260848 -0.348847 -0.10 -0.24 -0.14
O 0.118533 3.203976 -5.007246 -0.63 -1.79 -0.50
S -0.037487 1.854258 -5.544403 1.07 -0.43 -1.78
O -0.205641 1.646145 -7.010666 0.10 0.41 3.73
O 1.344385 1.017928 -5.190416 -1.69 0.60 -1.34
C 1.963448 1.197954 -3.947634 2.07 -1.38 1.79
C 3.262927 0.213568 -3.938595 -1.55 1.45 0.01
C -1.264162 0.859351 -4.577175 0.52 1.04 -0.53
H 1.337761 0.917117 -3.100433 -0.27 -0.39 -0.21
H 2.203264 2.232048 -3.700210 0.34 0.14 -0.67
H 2.964618 -0.820215 -3.764238 -0.18 0.09 -0.22
H 3.943087 0.478188 -3.128992 -0.11 0.21 0.02
H 3.785830 0.313913 -4.889694 -0.04 -0.06 0.03
H -2.244322 1.309157 -4.735490 0.07 -0.06 -0.21
H -1.032433 0.968347 -3.517681 0.26 -0.08 -0.15
H -1.236694 -0.180999 -4.901244 0.12 0.28 -0.06
O -1.282342 -1.331235 2.077958 0.37 -0.08 -0.36
S -2.002152 -0.478309 2.962279 -1.62 1.47 1.31
O -3.135619 0.314548 2.453786 2.23 -1.57 1.35
O -2.613943 -1.450126 4.174422 0.92 1.36 -1.55
C -1.804407 -2.523489 4.676366 0.80 -1.34 0.38
C -2.763898 -3.631517 5.016869 -1.01 0.43 -0.06
C -0.785398 0.596299 3.931383 -0.65 -0.94 0.38
H -1.254177 -2.220306 5.567106 -0.20 0.44 0.16
H -1.038358 -2.979402 4.049139 -0.11 0.80 -0.95
H -2.332606 -4.574504 5.352829 0.27 0.40 0.39
H -3.365891 -3.896205 4.147593 0.06 0.15 -0.18
H -3.439839 -3.148265 5.722323 -0.27 -0.76 0.38
H -1.124260 0.682312 4.963793 -0.59 -0.12 -0.12
H -0.639718 1.620102 3.586839 -0.17 -0.38 -0.68
H 0.145763 0.037215 4.023380 0.08 0.04 -0.61
O -8.395908 1.910419 -4.287534 1.97 -0.22 0.25
S -6.943479 1.833410 -4.162255 -0.48 -0.48 -0.24
O -6.130619 2.943189 -4.602080 -0.63 -0.42 0.86
O -6.591532 1.406141 -2.563122 -0.22 0.70 -2.48
C -6.987283 2.376998 -1.576700 -0.36 -0.12 1.49
C -5.981356 2.329783 -0.452475 1.06 -0.03 0.42
C -6.216426 0.386346 -5.027544 0.16 -0.66 1.58
H -7.931006 2.089661 -1.113093 -0.34 -0.21 -0.59
H -7.105963 3.401632 -1.929042 0.20 -0.18 -0.54
H -5.047438 2.819050 -0.729115 0.07 0.03 -0.01
H -5.715501 1.325407 -0.122845 -0.14 -0.30 -0.47
H -6.318656 2.762763 0.489257 -0.40 0.49 -0.28
H -6.558118 -0.533896 -4.553722 -0.48 0.12 0.02
H -5.154208 0.382694 -4.783012 0.06 0.45 -0.12
H -6.346729 0.283484 -6.104821 -0.41 0.83 0.19
O 2.612903 -0.393590 3.697395 2.38 1.48 -2.19
S 3.804786 0.062971 2.930219 -0.53 -0.20 1.08
O 4.108293 -0.393737 1.581242 -0.82 0.60 1.48
O 3.841019 1.730125 2.970204 -1.39 -2.46 1.77
C 4.797699 2.381153 2.189712 -0.08 0.59 -2.01
C 4.371469 3.839926 2.091578 -0.03 -0.40 0.31
C 5.228247 -0.235270 3.961879 -0.34 0.50 -0.30
H 4.592286 1.954449 1.207955 1.01 0.09 -0.38
H 5.841589 2.239035 2.469350 -0.09 -0.22 0.44
H 3.520137 3.788338 1.412847 0.02 0.83 0.04
H 5.188582 4.474657 1.748753 -0.14 -0.12 -0.42
H 4.062401 4.245649 3.054896 -0.11 -0.15 0.06
H 5.285624 -1.307964 4.146650 0.08 0.12 0.02
H 5.078165 0.390254 4.841823 -0.07 -0.41 0.17
H 6.089160 0.168315 3.428915 0.04 -0.37 -0.06
C 2.613563 -1.828965 -0.863577 0.16 -0.03 -0.71
O 1.709756 -0.833009 -1.203326 -1.70 1.54 -0.45
C 1.150674 -0.130004 -0.098626 0.17 0.55 -0.09
C 0.154044 0.993360 -0.476115 0.11 -0.11 -1.01
O 0.780156 2.140810 -1.109345 -0.34 -0.72 0.76
C -0.110878 3.203312 -1.394193 0.38 0.91 0.00
C -0.878870 3.814727 -0.242410 -1.07 -1.34 -0.68
O -2.014165 2.911911 0.149412 1.75 1.38 0.59
C -2.667043 3.395230 1.324467 -0.55 -0.60 -0.53
H 2.534363 -2.145799 0.176340 0.05 -0.16 0.02
H 3.605797 -1.442305 -1.096121 0.38 -0.34 0.35
H 2.359116 -2.615916 -1.573554 0.42 -0.60 0.30
H 1.993525 0.268382 0.466174 -0.10 0.40 0.23
H 0.668591 -0.874312 0.535181 -0.43 0.17 0.23
H -0.497675 1.318028 0.335028 0.60 -0.12 0.57
H -0.597599 0.661919 -1.192549 -0.02 -0.70 -0.30
H -0.809280 3.114862 -2.226369 -0.10 -1.12 -0.26
H 0.550849 3.993158 -1.749666 0.11 0.17 0.07
H -1.339048 4.704706 -0.671686 0.04 0.35 0.29
H -0.137265 4.074599 0.512960 -0.54 -0.16 0.76
H -3.194402 4.323624 1.105184 0.17 0.35 0.14
H -2.023783 3.484931 2.199832 0.38 0.26 -0.13
H -3.424165 2.662156 1.602793 0.03 -0.10 -0.17
C -0.861475 -8.002376 -3.571415 0.18 -0.62 -0.71
O -1.248240 -6.662190 -3.481899 0.37 1.17 0.44
C -0.142829 -5.820686 -3.104284 -0.05 -0.49 0.52
C -0.357854 -4.319341 -3.071806 -0.76 -0.41 -0.71
O -1.154978 -3.863966 -2.007637 0.67 1.05 0.26
C -1.269386 -2.403329 -2.003037 -1.55 -0.77 0.56
C -2.651670 -2.126540 -2.593328 -0.14 -0.29 0.28
O -2.877283 -0.745548 -2.830690 -0.08 -0.99 -1.01
C -3.400462 0.059002 -1.816069 0.50 0.33 0.82
H -0.000244 -8.139735 -4.225259 0.17 0.21 -0.44
H -1.686317 -8.562486 -4.011865 -0.06 0.09 0.13
H -0.540196 -8.513270 -2.663742 -0.32 0.40 0.68
H 0.680072 -5.997164 -3.796945 0.16 -0.04 -0.21
H 0.200541 -6.131793 -2.117668 0.12 -0.13 0.28
H -0.840101 -4.048025 -4.010914 0.06 0.23 -0.37
H 0.618885 -3.837902 -3.023989 0.27 -0.08 -0.09
H -0.541255 -1.771680 -2.511900 0.59 -0.71 -0.25
H -1.267544 -2.119159 -0.950735 0.16 0.07 0.07
H -3.397953 -2.640414 -1.987444 -0.29 0.57 0.65
H -2.777083 -2.719301 -3.499419 0.37 0.55 -0.64
H -2.939955 -0.162199 -0.853204 0.04 -0.10 0.25
H -4.481995 0.026397 -1.684384 -0.11 -0.21 -0.35
H -3.084584 1.071543 -2.067223 -0.29 0.17 0.06
C -1.599631 -6.740138 3.148757 -0.53 0.39 0.01
O -0.519579 -5.853082 2.927146 -0.17 -0.32 -1.87
C -0.190723 -5.780343 1.497655 1.60 1.27 0.66
C 0.674640 -4.487553 1.280127 -0.15 -1.36 1.03
O 2.005923 -4.710685 1.872177 -1.62 -0.07 -1.18
C 2.211858 -3.991231 3.056578 0.28 0.92 -0.05
C 3.571569 -4.332329 3.656931 -1.32 -1.10 -0.73
O 4.621493 -3.677273 3.012863 1.08 0.38 -0.93
C 5.054902 -4.111114 1.682003 0.56 0.99 0.63
H -1.684917 -6.905958 4.222692 0.15 -0.22 -0.10
H -1.572433 -7.671787 2.583602 0.69 -0.30 0.18
H -2.542146 -6.308963 2.811343 -0.21 0.44 0.03
H -1.016052 -5.795315 0.785825 -0.61 0.23 0.47
H 0.453921 -6.614122 1.219541 0.03 -0.31 0.22
H 0.143116 -3.655583 1.742070 0.20 0.16 0.34
H 0.719250 -4.226936 0.222685 0.46 -0.33 -0.12
H 1.381836 -4.063454 3.759387 -0.06 -0.69 0.25
H 2.230049 -2.927725 2.818416 0.18 0.41 -0.04
H 3.733282 -5.408752 3.599857 -0.12 -0.33 -0.06
H 3.482916 -4.117692 4.721910 0.72 0.60 0.00
H 5.467571 -5.117457 1.610644 -0.67 -0.40 0.43
H 5.928236 -3.499119 1.456507 0.05 0.29 0.35
H 4.388878 -3.874629 0.852192 -0.64 -0.34 0.43
```
Positions in Å, forces in eV/Å.

gap between HOMO and LUMO: 9.5 eV
largest force on an atom: 4.62 eV/Å
SMILES string: CCOS(C)(=O)=O.CCOS(C)(=O)=O.CCOS(C)(=O)=O.CCOS(C)(=O)=O.CCOS(C)(=O)=O.COCCOCCOC.COCCOCCOC.COCCOCCOC
net charge: 0

Löwdin population analysis, charges in e, atoms 1 to 8:
1 O -0.30
2 S 0.74
3 O -0.34
4 O -0.26
5 C -0.33
6 C -0.05
7 C -0.11
8 H 0.12